[1]
Molecular formula: C2H8O3
Method: DFT, ωB97M-V/def2-TZVPD

## Properties
**Max |F|**: 1.26 eV/Å
**SMILES**: C=CO.O.O
**DFT total energy**: -8345.32756 eV

Geometry as ORCA input:
```
! wB97M-V def2-TZVPD RIJCOSX def2/J DEFGRID3
* xyz 0 1
C -1.187 1.995 0.184
C -0.189 1.222 0.566
O -0.415 0.344 1.610
H -1.262 2.817 -0.513
H -2.130 1.913 0.722
H 0.823 1.124 0.200
H 0.406 -0.143 1.755
H 1.206 -1.204 -0.354
H 2.643 -1.503 -0.083
O 1.912 -0.985 0.276
H -1.033 -2.019 -0.778
H -0.364 -1.406 -2.089
O -0.411 -2.157 -1.497
*
```


[2]
Molecular formula: C2H8O3Rb
Method: DFT, ωB97M-V/def2-TZVPD

## Properties
**Max |F|**: 2.96 eV/Å
**⟨S²⟩**: 0.75
**DFT total energy**: -8982.34939 eV

Geometry as ORCA input:
```
! wB97M-V def2-TZVPD RIJCOSX def2/J DEFGRID3
* xyz 2 2
Rb -8.072 9.589 -0.330
O -7.830 12.442 0.300
H -7.045 12.901 0.003
H -8.076 12.887 1.111
C -11.316 11.117 0.123
C -12.738 10.696 0.531
O -13.667 11.263 -0.353
O -10.816 10.293 -0.861
H -10.656 10.966 0.978
H -11.256 12.191 -0.051
H -12.980 10.945 1.564
H -12.872 9.614 0.566
H -13.524 10.889 -1.225
H -11.486 10.312 -1.549
*
```